Entry 1:
Density functional theory data (ωB97M-V/def2-TZVPD) for C6H14CsFNSi as an isolated structure at a distorted geometry.

```
24
Properties=species:S:1:pos:R:3
H 3.81230 -0.32005 1.29186
C -2.18882 0.36351 -0.09350
C 1.82678 -0.52379 0.54932
H 3.67506 -1.53550 -0.10238
C -3.63866 0.49979 -0.51979
H 0.58699 -1.90136 1.69965
Cs 3.30046 -2.80384 -0.93622
H 0.38672 0.81074 -1.79938
H 0.98756 2.84243 -0.67198
F -4.48404 0.53264 0.58504
H -3.78748 1.41899 -1.08870
N 1.26704 0.58291 0.62393
C 1.13059 -1.86619 0.76019
H -3.94406 -0.32726 -1.16078
Si 0.34211 1.52775 -0.48905
H -1.91509 2.48250 -0.51623
H 1.86725 -2.65192 0.81613
H -2.13895 -0.20194 0.83548
H 0.42022 -2.12888 -0.02118
H -1.70441 -0.24245 -0.86682
H -1.36004 1.96898 1.10332
C -1.42208 1.69296 0.04968
H 3.59491 0.30156 -0.35931
C 3.38564 -0.52157 0.31073
```

As for the largest force on an atom: 13.28 eV/A. As for the gap between HOMO and LUMO: 8.13 eV. For the HOMO energy, the calculation gives -11.9 eV. As for the total charge: +1. The value obtained for the LUMO energy is -3.76 eV.

***

Entry 2:
Density functional theory data (ωB97M-V/def2-TZVPD) for C6H14CsO4S as an isolated structure at a distorted geometry.

```
26
Properties=species:S:1:pos:R:3
H 16.98103 -10.36158 23.23876
H 9.81066 -7.61016 29.09744
C 17.03568 -9.41972 23.77611
O 13.60061 -6.00913 28.09205
H 12.50916 -5.45494 31.18761
H 10.22406 -6.90136 31.22800
H 15.76740 -10.11276 25.32608
H 16.26338 -8.73964 23.40279
H 17.51137 -8.53537 26.68276
H 8.99274 -6.21729 28.94748
H 17.48375 -10.38920 25.67039
H 11.28403 -7.06088 27.40486
O 12.36285 -4.01170 28.79949
O 16.81512 -8.47502 26.02559
C 10.56221 -6.17802 30.49005
O 18.33243 -8.86504 23.58567
H 12.57371 -7.07997 30.43560
C 10.98950 -6.18539 27.98078
C 10.02991 -6.53086 29.10425
H 10.61575 -5.47601 27.24266
S 12.45034 -5.45498 28.78831
H 10.16776 -5.20990 30.80734
Cs 15.74384 -5.81439 26.08055
C 16.77151 -9.68047 25.25316
H 18.29328 -7.91857 23.73171
C 12.07611 -6.10649 30.43342
```

As for the largest force on an atom: 2.23 eV/A. As for the energy above the lowest of the compared OMol25 structures with the same formula, charge and spin: 0.324 eV. As for the gap between HOMO and LUMO: 10.13 eV. For the HOMO energy, the calculation gives -13.3 eV. As for the total charge: +1. The value obtained for the LUMO energy is -3.16 eV.

***

Entry 3:
Density functional theory data (ωB97M-V/def2-TZVPD) for a 2-piece molecular cluster, C6H14FIN2O2P overall at a distorted geometry.

```
27
Properties=species:S:1:pos:R:3
N 2.21992 1.44038 0.43697
P 1.02863 0.53742 -1.85484
H -1.36131 0.99437 -1.61576
C 0.34102 -1.12097 -2.21079
F -0.12253 0.17724 2.90451
I 1.44173 4.56374 -0.18032
C -1.09388 -1.43981 1.50375
C -0.44249 1.56177 -1.42395
H -0.42609 -0.97927 -2.97507
O 1.24993 -0.86890 1.53231
C -2.41442 -0.89814 0.94870
H 1.15439 -1.72988 -2.60453
H -0.09386 -1.66869 -1.36946
O 2.26007 -1.96904 -0.09983
H -2.59777 0.10409 1.34788
H -0.47418 1.92329 -0.39832
H 1.55665 1.48100 1.20088
H 2.16406 2.34712 -0.06186
C -0.04403 -0.35243 1.64095
H -1.27667 -1.81546 2.51369
H -0.70150 -2.25433 0.89414
H -3.26023 -1.51685 1.24740
H -0.41243 2.41900 -2.09200
C 1.85476 -0.90949 0.29161
H -2.38266 -0.79567 -0.13721
H -0.20725 0.48124 0.95942
N 2.04012 0.28830 -0.39824
```

As for the largest force on an atom: 1.58 eV/A. As for the energy above the lowest of the compared OMol25 structures with the same formula, charge and spin: 0.000 eV. As for the gap between HOMO and LUMO: 7.04 eV. For the HOMO energy, the calculation gives -4.1 eV. As for the total charge: -1. The value obtained for the LUMO energy is 2.94 eV.

***

Entry 4:
Density functional theory data (ωB97M-V/def2-TZVPD) for C6H14GaO3 as an isolated structure at a distorted geometry.

```
24
Properties=species:S:1:pos:R:3
H -2.73380 -0.53426 -0.78458
Ga 0.41808 0.92312 -0.15302
H -2.76220 1.45483 -1.88035
C -1.96304 -1.00301 1.20513
H -2.41046 -1.99202 1.36927
C 2.80500 0.82116 0.77442
H -2.95530 1.96551 -0.16446
H 3.83157 1.20750 0.93021
H 3.37796 -1.13623 -0.01612
H -0.99869 -0.88673 1.72002
O 1.89762 1.83982 0.50337
H -1.73611 2.76402 -1.21364
C 2.89036 -0.20821 -0.36384
C -1.78462 -0.76175 -0.27970
C -2.23280 1.81205 -0.98215
O -1.27694 0.85150 -0.60447
H 2.54392 0.27840 1.70747
H 3.46293 0.21750 -1.20319
H 0.40590 -2.06846 -0.92167
C 0.66079 -1.30430 -0.17000
O 1.61390 -0.47688 -0.90882
H 1.17807 -1.84938 0.63646
H -1.62720 -1.67165 -0.87111
H -2.60494 -0.24251 1.67079
```

As for the largest force on an atom: 3.98 eV/A. As for the energy above the lowest of the compared OMol25 structures with the same formula, charge and spin: 4.223 eV. As for the gap between HOMO and LUMO: 8.14 eV. For the HOMO energy, the calculation gives -12.5 eV. As for the total charge: +1. The value obtained for the LUMO energy is -4.33 eV.

***

no.,DFT total energy (hartree)
1,-700.85920
2,-956.08967
3,-1235.98761
4,-2387.08300